Entry 1:
DFT (ωB97M-V/def2-TZVPD) results for a 2-piece molecular cluster, C4H9N overall at a distorted geometry.

Results
molecular weight: 71.1 g/mol
net charge: -1
LUMO energy (alpha / beta): 4.2 / 4.3 eV
ΔE to the lowest compared entry with this formula, charge and spin: 51.1 kcal/mol
⟨S²⟩: 0.751
orbital gap (alpha / beta): 2.79 / 9.21 eV
2S+1: 2

Last column: Mulliken charge in e.
Positions of all 14 atoms, in Å:
C1 -2.92181 1.63127 -0.10670  -2.16
C2 -3.41443 0.41056 0.15550  -0.96
H1 -2.82998 2.22900 0.77747  0.66
H2 -2.55796 1.99917 -1.06246  1.08
H3 -3.40565 0.14948 1.20357  0.43
H4 -3.57804 -0.24726 -0.71973  0.50
C3 1.25507 -1.59457 -0.11724  -0.93
C4 2.43760 -1.01127 0.15147  -0.80
N1 2.66187 0.39449 -0.16346  -1.40
H5 0.37752 -1.00330 0.15715  0.38
H6 1.29213 -2.63594 -0.38156  0.44
H7 3.32349 -1.51380 0.51733  0.66
H8 2.79498 0.98608 0.65687  0.61
H9 1.81323 0.73906 -0.61946  0.48

Atoms 1-6, force components in eV/Å:
C -0.324 -0.882 0.564
C 0.902 0.898 -1.672
H 0.576 0.717 0.103
H -0.475 -0.009 0.035
H -0.738 -0.562 -0.117
H 0.063 -0.145 1.094

---

Entry 2:
DFT (ωB97M-V/def2-TZVPD) results for one molecule with the formula C3H6O2S2 at a distorted geometry.

Results
molecular weight: 138.2 g/mol
LUMO energy: 0.3 eV
ΔE to the lowest compared entry with this formula, charge and spin: 92.3 kcal/mol
orbital gap: 7.95 eV

Last column: Mulliken charge in e.
Positions of all 13 atoms, in Å:
C1 -0.45135 1.23669 1.05777  0.75
C2 1.07399 1.29255 -0.79515  -0.77
C3 -0.77373 -1.47512 1.18041  -0.81
O1 -1.07497 2.30285 1.07574  -0.31
O2 0.47952 0.66245 0.34992  -0.26
S1 -1.00480 3.92601 0.49185  -0.41
S2 -1.03633 0.04682 2.22948  -0.05
H1 1.89103 1.86620 -0.58315  0.32
H2 0.36408 1.89875 -1.33890  0.36
H3 1.43244 0.49276 -1.52688  0.25
H4 0.25052 -1.77264 1.10054  0.27
H5 -1.44755 -1.19233 0.38256  0.31
H6 -1.36649 -2.16962 1.78205  0.34

Atoms 1-6, force components in eV/Å:
C -1.236 -1.531 1.312
C -1.354 -1.994 -2.698
C -2.054 1.064 2.059
O 0.538 -0.845 0.188
O 0.778 1.304 -0.920
S 0.474 0.873 -0.755

---

Entry 3:
DFT (ωB97M-V/def2-TZVPD) results for one molecule with the formula C3H4N2O.

Results
molecular weight: 84.1 g/mol
LUMO energy: 0.3 eV
ΔE to the lowest compared entry with this formula, charge and spin: 117.6 kcal/mol
orbital gap: 8.94 eV

Last column: Mulliken charge in e.
Positions of all 10 atoms, in Å:
N1 1.50938 -0.36478 -0.60511  -0.47
C1 0.30470 0.21933 -0.37544  0.33
C2 -0.57530 1.16931 -0.28572  -0.30
C3 -1.07563 -0.21750 -0.03767  -0.41
N2 -1.27172 -0.74523 1.32416  0.02
O1 -0.24342 -0.74917 1.95991  -0.33
H1 1.80098 -0.98471 0.13752  0.25
H2 2.24839 0.18022 -1.01384  0.23
H3 -0.91427 2.18803 -0.38119  0.38
H4 -1.78312 -0.69551 -0.72261  0.31

Atoms 1-6, force components in eV/Å:
N -0.064 -0.101 -0.113
C -0.273 0.113 0.026
C 0.284 -0.021 -0.041
C -0.107 -0.225 -0.073
N 0.481 0.156 0.282
O -0.572 0.009 -0.139

---

Entry 4:
DFT (ωB97M-V/def2-TZVPD) results for a 5-piece molecular cluster, C41H65N2O9 overall at a distorted geometry.

Results
molecular weight: 730.0 g/mol
net charge: +1
LUMO energy: -3.1 eV
orbital gap: 7.69 eV

Last column: Mulliken charge in e.
Positions of all 117 atoms, in Å:
C1 6.02217 -2.79008 -2.05523  -1.08
C2 4.81664 -2.21973 -1.09788  0.34
C3 5.44262 -1.18380 0.00618  -0.04
C4 6.20873 0.23725 -0.27268  0.05
C5 6.52290 1.03260 -1.70999  -0.71
C6 5.65416 2.45645 -1.58365  0.30
C7 6.49499 3.77426 -1.09031  -0.46
C8 5.64745 5.18040 -0.90735  -0.58
C9 4.01241 5.15814 -1.21204  -0.38
C10 3.20262 3.80995 -1.73555  -0.56
C11 4.05220 2.38393 -1.92332  0.47
C12 3.26433 1.01048 -2.42678  -0.58
N1 6.65247 0.93253 0.99502  -0.01
C13 6.20893 0.02989 2.12441  -0.23
N2 5.50556 -1.20289 1.51688  0.21
C14 4.88631 -2.31291 2.37617  -0.83
C15 3.32754 -1.80234 2.67588  -0.30
C16 2.22604 -3.01943 2.42343  -0.18
C17 1.60703 -3.02042 0.89468  -0.04
C18 0.10719 -3.75003 0.93421  -0.47
C19 -0.71775 -3.61405 -0.48321  -0.35
C20 -1.30652 -2.10597 -0.78421  -0.64
C21 -2.85324 -1.88459 -0.20053  0.39
C22 -3.28185 -0.33282 -0.63909  -0.73
C23 -4.86626 -0.17766 -1.03272  -0.46
C24 -5.83071 0.37946 0.17032  -0.48
O1 -5.18032 1.31659 1.10504  -0.35
C25 -5.92788 2.59237 1.16308  -0.41
H1 7.02954 -2.22253 -1.86478  0.29
H2 6.19050 -3.95463 -1.87461  0.35
H3 5.66622 -2.69973 -3.18681  0.28
H4 4.37679 -3.13451 -0.50654  -0.07
H5 3.97862 -1.63558 -1.71064  0.20
H6 7.67659 1.31510 -1.68331  0.36
H7 6.23447 0.40265 -2.65288  0.27
H8 7.66616 3.72274 -0.87103  0.31
H9 6.22334 6.12774 -0.53277  0.38
H10 3.45326 6.18757 -1.02739  0.36
H11 2.05368 3.83232 -1.95575  0.30
H12 3.96613 0.35178 -3.12969  0.18
H13 2.93062 0.30998 -1.55098  -0.08
H14 2.29795 1.31691 -3.02530  0.40
H15 7.14335 1.85249 0.96863  0.31
H16 6.35277 0.24859 3.28372  0.35
H17 5.51020 -2.45918 3.35520  0.34
H18 4.84801 -3.26508 1.67904  0.31
H19 3.07381 -0.97775 1.85184  0.21
H20 3.20277 -1.27628 3.71354  0.34
H21 2.82678 -4.02810 2.59850  0.30
H22 1.40124 -2.95823 3.25181  -0.10
H23 2.33725 -3.57013 0.15794  -0.03
H24 1.43837 -1.90105 0.52666  0.03
H25 -0.49861 -3.34915 1.85297  0.09
H26 0.28729 -4.90757 1.11287  0.36
H27 -0.08641 -3.94933 -1.43335  0.31
H28 -1.65083 -4.35103 -0.45803  0.10
H29 -1.38597 -1.99843 -1.97045  0.27
H30 -0.60752 -1.23101 -0.42768  0.23
H31 -2.90613 -1.97536 0.97616  0.20
H32 -3.60543 -2.61133 -0.75225  -0.30
H33 -2.91508 0.35309 0.23553  0.29
H34 -2.65290 -0.03620 -1.59552  0.33
H35 -4.93575 0.58571 -1.94303  0.32
H36 -5.34925 -1.18942 -1.43370  0.17
H37 -6.31858 -0.53041 0.75679  0.23
H38 -6.71851 0.96485 -0.33348  0.35
H39 -5.53696 3.22681 2.07579  0.23
H40 -5.74045 3.13506 0.13457  0.30
H41 -7.08480 2.40955 1.30412  0.08
O2 1.39580 -3.99375 5.28674  -0.56
C26 0.34904 -4.57298 5.52543  0.53
O3 0.23034 -5.62392 6.38893  -0.36
C27 -1.10599 -6.12154 6.34003  -0.44
C28 -1.93576 -4.98161 5.81000  -0.63
C29 -0.97446 -4.27361 4.88911  -0.10
H42 -1.12956 -6.99495 5.67990  0.26
H43 -1.42309 -6.42570 7.34180  0.34
H44 -2.85347 -5.31075 5.31540  0.33
H45 -2.21599 -4.31275 6.63287  0.28
H46 -0.99023 -4.69688 3.88094  0.05
H47 -1.16419 -3.19814 4.86104  0.37
O4 4.90151 8.68901 -2.21895  -0.59
C30 5.40683 8.41810 -3.29572  0.51
O5 6.17351 9.28085 -4.02513  -0.36
C31 6.50418 8.67310 -5.27296  -0.43
C32 6.35731 7.19142 -5.04504  -0.63
C33 5.24404 7.12206 -4.03054  0.31
H48 5.81437 9.04655 -6.03707  0.25
H49 7.52592 8.94316 -5.55536  0.34
H50 6.14929 6.63337 -5.96181  0.35
H51 7.27918 6.79033 -4.60652  0.26
H52 4.25995 7.10249 -4.50698  0.27
H53 5.36634 6.26963 -3.35837  -0.29
O6 -4.99849 -4.56905 -0.79637  -0.59
C34 -4.49317 -4.83997 -1.87314  0.53
O7 -3.72649 -3.97722 -2.60255  -0.29
C35 -3.39582 -4.58496 -3.85038  -0.48
C36 -3.54269 -6.06665 -3.62246  -0.48
C37 -4.65596 -6.13600 -2.60796  -0.48
H54 -4.08563 -4.21151 -4.61449  0.29
H55 -2.37408 -4.31490 -4.13278  0.29
H56 -3.75071 -6.62469 -4.53923  0.34
H57 -2.62082 -6.46773 -3.18394  0.26
H58 -5.64005 -6.15557 -3.08440  0.28
H59 -4.53366 -6.98843 -1.93579  0.29
O8 -11.92299 6.20692 1.46006  -0.58
C38 -11.25434 5.40614 2.09238  0.49
O9 -11.73836 4.62918 3.10542  -0.34
C39 -10.66203 3.89643 3.68884  -0.48
C40 -9.59035 3.85401 2.63119  -0.30
C41 -9.78686 5.16302 1.90918  -0.41
H60 -10.33320 4.41925 4.59311  0.27
H61 -11.00423 2.89436 3.96337  0.30
H62 -8.58510 3.72735 3.04176  0.28
H63 -9.78178 3.02233 1.94221  0.20
H64 -9.22821 5.97597 2.38123  0.28
H65 -9.53011 5.07978 0.85062  0.27

Atoms 1-6, force components in eV/Å:
C -0.332 -0.554 -0.664
C 0.651 0.199 1.067
C 2.990 5.608 2.096
C -0.865 -1.733 0.741
C -0.474 0.994 1.959
C -0.944 1.397 -0.057

---

no.,DFT total energy (Eh)
1,-212.41009
2,-1064.63851
3,-301.29987
4,-2387.04063